Molecular formula: C62H140As7F42N7O
Method: DFT, ωB97M-V/def2-TZVPD

```
259
Properties=species:S:1:pos:R:3:forces:R:3
C 24.367 -46.261 -28.635 -0.80 0.67 0.43
C 23.152 -45.330 -28.359 1.76 -0.11 0.30
N 23.047 -44.753 -26.911 -0.61 -1.02 1.04
C 21.585 -44.226 -26.774 3.41 0.26 1.99
C 23.285 -45.813 -25.786 0.66 1.04 -1.60
C 22.416 -47.050 -25.830 0.00 0.78 0.20
C 24.181 -43.634 -26.740 -2.45 -0.48 0.44
C 24.004 -42.679 -25.532 -2.59 -2.16 0.03
O 22.932 -41.773 -25.807 -0.48 -5.66 5.89
C 22.286 -41.277 -24.636 0.75 -3.91 3.30
H 25.270 -45.794 -28.242 0.08 -0.43 0.41
H 24.585 -46.301 -29.702 -0.45 0.00 -0.13
H 24.157 -47.273 -28.290 0.51 0.04 0.16
H 22.184 -45.716 -28.681 0.91 -0.59 0.64
H 23.337 -44.460 -28.989 -0.32 -0.59 1.18
H 21.421 -43.799 -25.785 0.72 -0.53 0.48
H 20.787 -44.947 -26.953 1.10 -0.23 0.02
H 21.561 -43.296 -27.342 1.76 -2.26 0.57
H 23.225 -45.274 -24.841 -0.13 -0.06 -0.13
H 24.332 -46.043 -25.987 0.05 -0.49 0.44
H 22.435 -47.469 -26.835 -0.05 -0.37 0.28
H 21.391 -46.836 -25.524 -0.03 0.04 -0.20
H 22.827 -47.699 -25.057 -0.01 -0.41 -0.35
H 24.102 -43.008 -27.629 -0.49 -1.49 0.49
H 25.109 -44.189 -26.606 0.02 0.11 -0.51
H 24.900 -42.119 -25.264 -2.67 -2.95 0.26
H 23.682 -43.302 -24.698 0.21 0.06 0.48
H 21.339 -40.807 -24.899 0.32 -3.36 1.80
H 22.944 -40.592 -24.102 -0.75 -0.12 -0.40
H 22.130 -42.068 -23.901 0.15 -0.84 0.01
C 18.621 -43.376 -34.762 -0.35 0.16 -0.58
C 19.184 -42.485 -33.675 0.12 0.00 -0.25
C 20.500 -43.072 -33.164 1.19 1.01 2.00
C 21.078 -41.945 -32.238 1.23 -2.02 -1.55
N 22.468 -42.247 -31.566 0.58 -0.82 -1.77
C 22.870 -41.077 -30.671 -1.26 -0.18 0.32
C 24.005 -40.230 -31.322 -1.34 -0.90 -5.28
C 24.717 -41.388 -31.953 1.00 -0.36 -0.32
C 23.673 -42.249 -32.601 -0.96 0.79 0.43
C 22.422 -43.618 -30.861 -0.84 1.18 -0.01
H 18.185 -44.299 -34.379 -0.02 0.05 0.02
H 19.407 -43.641 -35.471 0.25 -0.18 0.17
H 17.907 -42.874 -35.414 -0.39 0.05 0.34
H 18.495 -42.188 -32.885 -0.28 -1.08 0.48
H 19.308 -41.461 -34.028 0.80 0.00 -0.76
H 21.195 -43.396 -33.939 -0.09 0.40 -0.37
H 20.449 -43.911 -32.470 -0.87 -0.35 -0.51
H 20.314 -41.823 -31.470 1.06 -0.02 -0.42
H 21.221 -41.092 -32.901 0.21 0.01 0.63
H 23.363 -41.480 -29.786 -2.69 -0.72 -0.88
H 21.957 -40.541 -30.411 0.84 -0.47 -0.32
H 24.707 -39.675 -30.700 -1.30 1.55 -1.75
H 23.580 -39.598 -32.102 1.27 -1.11 -0.61
H 25.258 -41.872 -31.139 -1.19 -0.41 -2.47
H 25.453 -41.025 -32.670 0.11 -0.32 -0.24
H 24.006 -43.261 -32.828 -0.40 0.11 -0.11
H 23.309 -41.668 -33.448 -0.19 -0.59 -0.35
H 23.193 -43.678 -30.092 -0.34 0.76 -1.19
H 22.468 -44.504 -31.494 0.37 0.49 -0.66
H 21.446 -43.679 -30.378 1.42 -0.09 -0.99
C 30.723 -39.522 -27.541 -0.19 -1.23 0.02
C 29.321 -39.631 -28.212 4.06 2.97 -2.05
C 28.707 -38.249 -28.344 0.75 0.58 -4.38
C 29.282 -37.488 -29.587 0.26 1.16 0.93
N 28.765 -36.015 -29.762 2.28 -0.29 -1.24
C 27.266 -35.906 -29.971 6.60 -6.20 0.21
C 27.016 -36.440 -31.404 2.58 -3.38 0.21
C 28.276 -36.091 -32.189 0.03 -2.50 -1.50
C 29.254 -35.565 -31.148 1.40 0.07 -0.39
C 29.334 -35.067 -28.684 1.24 -0.40 -0.91
H 31.477 -39.093 -28.200 -0.18 0.45 0.02
H 31.118 -40.525 -27.378 0.03 -0.40 -0.02
H 30.793 -39.080 -26.547 -0.38 0.52 -0.06
H 28.606 -40.317 -27.760 3.61 4.01 -4.33
H 29.577 -40.112 -29.155 -0.33 0.28 -0.73
H 28.751 -37.577 -27.487 0.85 -0.86 -0.55
H 27.648 -38.443 -28.512 0.87 0.56 -1.17
H 29.204 -37.972 -30.561 -0.71 -0.19 0.19
H 30.360 -37.391 -29.463 0.16 0.23 0.18
H 27.006 -34.869 -29.759 6.45 -4.48 -1.41
H 26.826 -36.402 -29.107 1.67 -0.19 -0.98
H 26.088 -36.049 -31.820 3.04 -2.42 -0.33
H 26.987 -37.529 -31.358 -0.24 -0.35 -0.09
H 27.923 -35.469 -33.011 1.12 0.31 0.07
H 28.632 -36.937 -32.777 0.53 -0.63 0.58
H 29.278 -34.477 -31.202 0.39 -0.30 0.51
H 30.268 -35.924 -31.323 0.07 -0.13 0.31
H 28.865 -34.086 -28.766 0.28 -0.28 -0.39
H 30.403 -34.882 -28.796 0.23 -0.63 -0.61
H 29.147 -35.457 -27.684 0.94 0.20 -1.19
C 18.865 -34.418 -28.664 -5.64 -4.04 1.49
C 18.124 -35.413 -27.800 0.13 2.08 1.22
C 17.666 -36.679 -28.390 0.44 -1.73 0.02
C 18.767 -37.777 -28.218 -3.64 0.59 -2.59
N 18.396 -39.106 -28.969 -0.67 -0.78 1.09
C 18.066 -38.995 -30.452 -2.15 0.38 0.32
C 16.567 -39.320 -30.577 -1.24 0.11 -1.42
C 15.869 -39.174 -29.251 2.12 -0.39 0.87
C 17.087 -39.643 -28.353 -1.10 0.64 0.40
C 19.555 -40.115 -28.764 -1.50 3.27 -1.31
H 18.957 -33.443 -28.186 -1.20 -1.21 -0.16
H 18.353 -34.297 -29.619 -0.53 0.20 -0.11
H 19.841 -34.807 -28.953 -4.44 -4.24 3.23
H 17.279 -34.895 -27.346 -0.38 0.00 0.02
H 18.749 -35.648 -26.938 -0.06 0.23 -0.19
H 17.358 -36.549 -29.427 -0.23 -0.10 -0.08
H 16.835 -36.925 -27.729 -0.34 -0.67 -0.53
H 18.848 -38.025 -27.160 -1.77 0.30 -1.82
H 19.731 -37.542 -28.671 -1.91 0.84 0.11
H 18.577 -39.664 -31.144 -0.61 0.12 1.47
H 18.295 -38.008 -30.854 -0.63 -0.31 1.43
H 16.372 -40.308 -30.994 0.45 -0.35 0.20
H 16.058 -38.685 -31.303 0.32 0.33 -0.23
H 15.007 -39.811 -29.053 0.12 -0.10 -0.30
H 15.572 -38.132 -29.129 0.18 -0.14 0.51
H 17.162 -40.730 -28.325 -0.38 0.47 -0.17
H 16.940 -39.301 -27.329 0.62 0.09 -0.01
H 19.572 -40.570 -27.774 -1.36 1.60 -0.62
H 20.502 -39.608 -28.950 -1.29 0.47 0.13
H 19.337 -40.902 -29.486 1.15 2.35 -0.23
C 22.566 -38.021 -23.023 1.30 0.01 -0.05
C 23.439 -38.085 -24.352 0.01 0.01 2.95
C 24.605 -38.998 -24.222 1.77 -0.45 -0.17
C 25.405 -38.998 -25.549 1.09 -1.25 0.10
N 26.772 -39.714 -25.488 1.03 -2.11 2.34
C 26.583 -41.246 -25.107 0.11 2.14 0.15
C 27.687 -42.035 -25.814 -0.92 -0.16 1.49
C 28.317 -41.028 -26.762 0.20 -3.88 5.21
C 27.415 -39.808 -26.881 -2.70 1.51 8.83
C 27.774 -39.210 -24.431 -0.86 -0.02 -0.57
H 23.115 -37.769 -22.116 0.76 0.12 -0.16
H 22.174 -39.008 -22.779 -0.46 0.10 -0.23
H 21.802 -37.244 -23.058 -0.03 -0.48 -0.25
H 23.917 -37.111 -24.455 -0.70 0.30 -0.74
H 22.766 -38.442 -25.130 2.39 0.89 1.70
H 24.246 -39.950 -23.831 0.83 -0.21 -0.45
H 25.329 -38.664 -23.479 -0.22 0.38 0.31
H 25.679 -37.998 -25.886 -1.13 -1.15 0.48
H 24.906 -39.438 -26.412 0.75 -0.94 1.05
H 26.607 -41.293 -24.018 0.07 -0.06 0.02
H 25.554 -41.457 -25.397 3.28 2.43 -0.33
H 28.390 -42.348 -25.042 0.25 0.01 -0.08
H 27.363 -42.962 -26.288 -0.32 0.37 0.12
H 29.256 -40.790 -26.262 -0.16 0.43 0.10
H 28.702 -41.497 -27.668 -0.98 -1.53 0.97
H 27.832 -38.817 -27.061 -0.72 -1.74 1.47
H 26.555 -40.030 -27.512 -0.44 2.53 4.77
H 28.093 -38.215 -24.741 0.23 -0.43 0.40
H 28.597 -39.914 -24.309 0.01 0.01 -0.57
H 27.286 -39.215 -23.456 -0.11 0.43 -0.15
C 21.638 -41.172 -28.025 5.95 6.58 7.23
C 22.935 -40.420 -27.542 -0.12 0.98 -2.74
C 22.974 -38.984 -27.293 0.51 2.86 -0.83
C 22.572 -38.086 -28.476 0.75 0.17 0.90
N 23.119 -36.664 -28.310 2.02 -0.02 -2.35
C 22.846 -35.905 -29.621 0.82 -2.85 0.21
C 23.836 -36.407 -30.693 -2.84 -4.08 4.08
C 25.161 -36.559 -29.880 -4.59 -1.13 1.34
C 24.681 -36.491 -28.379 -1.39 -1.31 -2.67
C 22.518 -36.066 -27.066 2.23 -2.10 -0.59
H 21.772 -42.250 -27.937 3.14 2.07 2.46
H 21.296 -40.841 -29.006 2.69 3.68 2.31
H 20.733 -41.022 -27.437 2.11 -0.09 0.89
H 23.793 -40.515 -28.208 -1.42 -0.44 0.07
H 23.208 -40.918 -26.611 0.70 2.69 -2.84
H 24.004 -38.758 -27.017 -0.81 0.70 -1.48
H 22.543 -38.781 -26.313 0.83 0.95 -3.36
H 21.491 -37.961 -28.538 2.11 0.21 -0.14
H 22.776 -38.569 -29.431 1.15 0.62 0.56
H 23.046 -34.864 -29.369 0.61 -2.51 -1.00
H 21.828 -36.026 -29.992 1.03 -0.27 1.52
H 23.850 -35.669 -31.495 -3.22 -3.57 4.82
H 23.526 -37.374 -31.088 0.34 0.66 0.20
H 25.791 -35.703 -30.118 -3.52 -3.16 1.18
H 25.778 -37.440 -30.054 -1.26 -0.32 -0.06
H 24.929 -35.495 -28.012 -1.16 -0.93 -1.68
H 25.226 -37.237 -27.800 -2.44 0.52 -0.57
H 22.630 -34.981 -27.057 1.22 -3.71 1.69
H 22.967 -36.516 -26.180 1.07 0.42 -1.54
H 21.474 -36.380 -27.078 1.62 0.12 -0.83
C 24.401 -30.750 -36.070 -1.43 -0.83 0.06
C 24.291 -31.297 -34.657 0.48 -0.51 0.83
C 23.417 -32.568 -34.363 0.75 0.58 0.93
C 23.181 -32.777 -32.827 -1.92 0.22 -1.59
N 22.189 -33.956 -32.556 0.93 0.35 -0.88
C 20.753 -33.710 -33.069 0.94 0.36 -0.01
C 19.852 -34.582 -32.204 -0.46 -0.39 -0.27
C 20.584 -34.789 -30.886 0.33 -1.62 -3.09
C 21.939 -34.083 -31.078 -0.52 1.13 -0.66
C 22.786 -35.274 -33.051 0.73 2.72 -1.87
H 24.463 -31.615 -36.731 0.40 0.22 -0.43
H 25.225 -30.047 -36.193 -0.05 -0.21 0.00
H 23.453 -30.264 -36.298 0.07 0.28 -0.35
H 24.009 -30.470 -34.005 0.15 -0.08 0.33
H 25.289 -31.664 -34.422 0.08 0.58 0.50
H 24.096 -33.382 -34.617 -0.66 -0.34 -0.76
H 22.466 -32.531 -34.895 0.09 -0.33 -0.20
H 22.697 -31.886 -32.429 -0.14 0.00 0.21
H 24.116 -32.932 -32.289 -2.67 0.24 -1.40
H 20.687 -33.858 -34.146 0.13 -0.21 0.10
H 20.641 -32.642 -32.877 -0.37 0.02 0.06
H 19.671 -35.557 -32.657 0.01 0.29 -0.34
H 18.845 -34.190 -32.059 0.11 0.55 -0.09
H 20.746 -35.858 -30.752 -0.96 1.09 -0.24
H 20.085 -34.475 -29.969 -0.14 -1.90 -6.23
H 22.822 -34.495 -30.588 -1.26 0.96 -1.71
H 21.877 -33.067 -30.688 -0.11 0.14 -0.24
H 22.013 -36.002 -32.805 3.24 3.35 -3.25
H 23.650 -35.535 -32.440 -2.20 0.88 -4.04
H 23.086 -35.287 -34.098 -0.31 0.61 -0.12
As 20.374 -38.314 -25.537 -2.31 2.04 1.01
F 20.549 -38.115 -27.286 2.20 -1.79 5.71
F 18.946 -39.439 -25.827 2.05 0.69 0.34
F 20.081 -38.543 -23.839 0.32 -0.20 -1.02
F 21.694 -37.075 -25.358 -5.60 -2.16 2.44
F 19.173 -36.915 -25.487 1.71 -2.05 0.17
F 21.585 -39.705 -25.559 -5.60 6.44 -1.86
As 25.854 -33.724 -31.108 0.92 5.64 -0.20
F 25.016 -35.218 -31.633 5.87 10.55 -3.45
F 25.633 -33.051 -32.708 2.19 -0.68 0.50
F 26.677 -32.165 -30.581 -1.02 -2.41 -0.78
F 26.175 -34.343 -29.458 -10.42 11.95 2.59
F 27.401 -34.421 -31.599 -3.47 7.32 -0.02
F 24.284 -32.974 -30.593 2.68 -1.38 1.00
As 25.978 -41.886 -28.974 2.02 -1.05 -0.93
F 27.360 -42.918 -28.310 -2.66 0.80 -1.53
F 26.778 -41.944 -30.586 0.91 -0.12 2.54
F 24.720 -40.816 -29.709 8.16 -3.10 8.66
F 25.226 -41.735 -27.305 2.97 0.95 -3.36
F 26.959 -40.442 -28.582 -1.54 -4.81 -11.44
F 25.072 -43.358 -29.462 1.05 1.47 0.83
As 26.945 -35.868 -26.348 -0.43 2.84 1.05
F 25.238 -35.338 -26.563 3.07 0.33 4.31
F 26.724 -37.309 -27.446 1.15 2.43 3.06
F 28.649 -36.341 -26.219 -1.24 0.23 1.10
F 27.255 -34.460 -25.303 -0.32 -1.78 -0.97
F 26.542 -36.931 -24.885 1.06 3.11 -1.55
F 27.401 -34.796 -27.801 -2.78 -1.69 4.76
As 21.387 -33.275 -27.660 -0.99 3.62 3.59
F 19.881 -32.389 -27.218 2.11 -0.11 0.62
F 20.497 -33.690 -29.120 11.56 11.48 3.56
F 22.769 -34.161 -28.212 -0.06 6.04 -0.01
F 22.254 -32.716 -26.175 -1.10 -1.02 -1.61
F 20.897 -34.786 -26.801 -3.14 4.98 -0.37
F 22.024 -31.853 -28.454 -0.40 -0.63 0.00
As 19.733 -43.227 -28.872 -3.51 -3.61 0.77
F 19.463 -43.394 -30.599 -0.63 -0.16 0.86
F 18.506 -41.969 -28.727 -1.29 -4.86 0.30
F 20.024 -43.005 -27.087 -5.11 1.42 -1.93
F 20.915 -44.629 -28.906 -3.04 1.24 -1.36
F 21.071 -42.141 -29.213 -8.33 -11.29 -10.82
F 18.439 -44.457 -28.595 1.64 1.39 0.02
As 20.850 -38.366 -31.835 -1.08 -1.07 -0.31
F 20.202 -39.962 -31.383 1.68 2.40 -0.67
F 22.486 -38.800 -31.255 -5.10 2.82 -1.27
F 21.407 -36.734 -32.241 -4.68 -7.86 3.09
F 19.124 -37.932 -32.324 3.41 0.32 -1.20
F 20.637 -37.862 -30.143 -0.71 -0.02 -3.01
F 21.209 -38.979 -33.491 -0.28 0.92 1.86
```
Positions in Å, forces in eV/Å.

Output
**Total energy**: -618982.0358 eV
**LUMO energy**: -1.254 eV
**E_HOMO**: -7.47 eV
**Orbital gap**: 6.21 eV
**Total charge**: 0